1.
Molecular formula: C39H46Cl2HfN5O2STe
Method: DFT, wB97M-V/def2-TZVPD

Last column: Mulliken charge in e.
Positions of all 97 atoms, in Å:
Hf 0.307 -0.049 -0.231  0.54
C 1.472 -3.363 -0.736  -0.81
C 0.789 -2.821 -1.966  -0.81
N -0.405 -2.026 -1.577  -0.25
C -1.540 -2.868 -1.145  -0.82
C -1.592 -3.192 0.346  -0.89
S -1.069 -1.842 1.456  0.15
C 0.223 -2.649 2.422  -0.66
C 1.544 -2.923 1.664  -1.40
N 1.608 -2.315 0.312  0.00
H 2.444 -3.781 -1.001  0.54
H 0.886 -4.180 -0.322  0.36
H 0.494 -3.649 -2.614  0.73
H 1.453 -2.180 -2.537  0.08
H -0.700 -1.562 -2.435  0.23
H -1.533 -3.815 -1.691  0.42
H -2.445 -2.349 -1.434  0.18
H -0.979 -4.053 0.604  0.52
H -2.617 -3.443 0.617  0.68
H -0.207 -3.569 2.814  0.69
H 0.367 -1.991 3.279  0.41
H 1.685 -3.999 1.575  0.54
H 2.388 -2.585 2.264  0.53
H 2.526 -1.890 0.201  0.20
N 1.527 0.038 1.955  0.47
C 1.040 0.868 3.029  -0.53
C 1.443 0.708 4.322  -0.30
C 1.010 1.604 5.322  -1.03
C 0.220 2.662 4.981  -0.94
C -0.207 2.837 3.642  1.63
C -1.007 3.929 3.248  -1.11
C -1.389 4.026 1.942  -1.27
C -1.011 3.018 1.046  -0.69
N -0.265 1.964 1.353  1.09
C 0.173 1.902 2.655  -0.82
H 1.897 -0.807 2.367  0.04
H 2.338 0.517 1.549  -0.12
H 2.120 -0.099 4.584  0.57
H 1.334 1.462 6.344  0.47
H -0.094 3.383 5.725  0.53
H -1.298 4.674 3.980  0.56
H -1.992 4.848 1.583  0.60
H -1.365 3.101 0.034  0.59
Cl 0.105 2.542 -1.798  0.17
C -0.743 2.461 -3.392  -0.64
Cl -1.289 0.845 -3.846  -0.06
H -0.029 2.803 -4.131  0.46
H -1.604 3.113 -3.317  0.44
C 3.834 3.561 3.563  -2.02
C 3.606 3.434 2.079  1.63
C 2.701 4.282 1.446  -0.71
C 2.536 4.254 0.067  -1.10
C 3.272 3.367 -0.696  -0.20
C 4.151 2.493 -0.071  -0.64
N 4.958 1.613 -0.842  0.13
C 4.727 0.993 -2.030  0.53
C 5.852 0.762 -2.856  -1.09
C 5.727 0.228 -4.108  -0.60
C 4.464 -0.116 -4.640  -1.07
C 3.368 0.028 -3.853  -1.01
C 3.468 0.530 -2.517  0.50
C 2.335 0.352 -1.701  0.96
O 2.301 0.524 -0.413  0.74
O 1.182 -0.078 -2.137  -0.29
C 4.335 2.509 1.314  0.99
C 5.340 1.584 1.953  -2.15
H 3.214 4.352 3.981  0.39
H 4.875 3.807 3.780  0.42
H 3.605 2.636 4.096  0.37
H 2.161 5.013 2.036  0.50
H 1.873 4.963 -0.415  0.58
H 3.203 3.378 -1.778  0.74
H 5.936 1.646 -0.592  0.34
H 6.826 1.072 -2.499  0.49
H 6.616 0.090 -4.711  0.44
H 4.382 -0.495 -5.648  0.47
H 2.390 -0.255 -4.217  0.53
H 5.319 0.592 1.498  0.36
H 5.162 1.470 3.019  0.47
H 6.359 1.969 1.850  0.41
C -3.659 0.656 1.388  -0.67
Te -2.612 0.715 -0.478  0.20
C -4.229 -0.536 -1.129  -0.88
C -5.376 0.005 -0.307  0.46
C -6.689 -0.093 -0.752  -0.88
C -7.722 0.356 0.057  -0.60
C -7.446 0.906 1.302  -0.70
C -6.135 1.017 1.742  -0.80
C -5.097 0.563 0.939  0.54
H -3.450 1.567 1.946  0.50
H -3.328 -0.201 1.971  0.52
H -4.035 -1.576 -0.880  0.42
H -4.371 -0.433 -2.202  0.68
H -6.906 -0.516 -1.725  0.47
H -8.744 0.287 -0.290  0.44
H -8.253 1.263 1.927  0.43
H -5.924 1.461 2.707  0.48

Calculated values
**Multiplicity**: 1
**Energy above the lowest of the compared OMol25 structures with the same formula, charge and spin**: 85.9 kJ/mol
**HOMO**: -14.9 eV
**E_LUMO**: -8.14 eV
**Gap between HOMO and LUMO**: 6.7 eV
**Total energy**: -3571.9248 Ha
**Net charge**: +3

2.
Molecular formula: C39H46F5N2O6PYb
Method: DFT, wB97M-V/def2-TZVPD

Last column: Löwdin spin population.
Positions of all 100 atoms, in Å:
Yb -0.329 -0.017 1.446  1.01
O 2.938 -3.485 1.714  0.00
C 1.909 -2.683 1.517  0.00
O 1.866 -1.542 1.957  0.00
C 0.764 -3.264 0.778  0.00
C 0.724 -4.567 0.304  0.00
C -0.476 -5.025 -0.234  0.00
C -1.600 -4.220 -0.169  0.00
C -1.481 -2.926 0.349  0.00
N -0.290 -2.432 0.734  0.00
C -2.615 -2.061 0.740  0.00
O -3.857 -2.511 0.614  0.00
O -2.419 -1.000 1.336  0.00
H 3.610 -3.071 2.282  0.00
H 1.582 -5.215 0.376  0.00
H -0.545 -6.021 -0.643  0.00
H -2.548 -4.612 -0.509  0.00
H -3.930 -3.318 0.083  0.00
C 3.297 -1.185 -1.012  0.00
C 3.602 0.081 -0.209  0.00
C 4.675 0.865 -0.965  0.00
P 1.953 0.922 0.197  0.00
C 2.308 2.571 1.092  0.00
C 1.853 3.808 0.322  0.00
C 3.711 2.743 1.675  0.00
C 1.289 1.260 -1.464  0.00
C 2.005 2.061 -2.352  0.00
C 1.638 2.227 -3.674  0.00
C 2.453 3.073 -4.601  0.00
C 0.488 1.570 -4.112  0.00
C -0.258 0.800 -3.255  0.00
C 0.097 0.604 -1.894  0.00
N -0.724 -0.101 -1.059  0.00
C -1.653 -0.949 -1.679  0.00
C -1.232 -2.040 -2.487  0.00
C 0.221 -2.297 -2.733  0.00
C -2.164 -2.874 -3.075  0.00
C -3.534 -2.675 -2.931  0.00
C -4.523 -3.556 -3.626  0.00
C -3.948 -1.603 -2.162  0.00
C -3.046 -0.751 -1.539  0.00
C -3.622 0.418 -0.804  0.00
H 4.137 -1.875 -0.980  0.00
H 3.114 -0.928 -2.054  0.00
H 2.416 -1.699 -0.630  0.00
H 3.993 -0.199 0.779  0.00
H 4.376 1.024 -1.998  0.00
H 5.590 0.273 -0.978  0.00
H 4.901 1.821 -0.507  0.00
H 1.629 2.454 1.949  0.00
H 2.558 4.079 -0.459  0.00
H 1.774 4.657 0.999  0.00
H 0.879 3.638 -0.131  0.00
H 4.417 3.132 0.945  0.00
H 4.086 1.804 2.076  0.00
H 3.665 3.456 2.497  0.00
H 2.872 2.592 -1.990  0.00
H 3.252 3.579 -4.064  0.00
H 1.833 3.824 -5.086  0.00
H 2.896 2.460 -5.385  0.00
H 0.165 1.684 -5.137  0.00
H -1.169 0.339 -3.613  0.00
H 0.803 -2.059 -1.848  0.00
H 0.574 -1.668 -3.551  0.00
H 0.394 -3.335 -3.009  0.00
H -1.824 -3.697 -3.687  0.00
H -4.060 -4.483 -3.947  0.00
H -4.912 -3.049 -4.509  0.00
H -5.367 -3.785 -2.978  0.00
H -5.006 -1.400 -2.057  0.00
H -4.378 0.070 -0.101  0.00
H -4.113 1.083 -1.516  0.00
H -2.839 0.951 -0.276  0.00
C -0.341 3.652 3.205  0.00
O -0.857 2.410 2.720  0.00
C -2.238 2.501 2.406  0.00
C -2.439 3.211 1.068  0.00
O -1.540 2.638 0.130  0.00
C -1.690 3.277 -1.132  0.00
H -0.978 4.042 4.003  0.00
H -0.255 4.398 2.411  0.00
H 0.642 3.459 3.623  0.00
H -2.781 3.035 3.196  0.00
H -2.602 1.466 2.337  0.00
H -2.233 4.286 1.158  0.00
H -3.476 3.093 0.726  0.00
H -2.711 3.154 -1.503  0.00
H -1.001 2.815 -1.831  0.00
H -1.481 4.348 -1.050  0.00
F -1.030 -2.663 3.227  0.00
C -0.487 -1.876 4.210  0.00
C -0.159 -0.572 3.842  0.00
C 0.410 0.135 4.900  0.00
F 0.815 1.403 4.639  0.00
C 0.619 -0.356 6.184  0.00
F 1.169 0.414 7.131  0.00
C 0.260 -1.669 6.472  0.00
F 0.464 -2.180 7.688  0.00
C -0.299 -2.447 5.462  0.00
F -0.630 -3.724 5.704  0.00

Calculated values
**Multiplicity**: 2
**HOMO (spin up / spin down)**: -9.3 / -9.3 eV
**E_LUMO (spin up / spin down)**: -3.75 / -3.74 eV
**Gap between HOMO and LUMO (spin up / spin down)**: 5.5 / 5.5 eV
**Total energy**: -4073.9076 Ha
**Net charge**: +1

Q: Which formula does entry 2 have?
A: C39H46F5N2O6PYb